Entry 1:
Formula: C16H46N2O8
Source: the Open Molecules 2025 dataset
Level of theory: the ωB97M-V functional and the def2-TZVPD basis

For the energy relative to the best compared isomer or geometry (same formula, charge and spin), the calculation gives 3.7 kcal per mole. Its structure (SMILES) is COCCNCCOC.COCCNCCOC.CO.CO.CO.CO. Its calculated total energy is -36692.959 eV. For the LUMO energy, the calculation gives 0.0274 Eh.

```
72
C16H46N2O8 (the ωB97M-V functional and the def2-TZVPD basis)
C 7.33374 8.37656 22.06932
O 7.60234 9.54705 21.35484
C 6.45326 10.27813 20.86400
C 7.03046 11.36825 19.99263
N 7.76244 10.87925 18.82685
C 8.98601 11.60419 18.54991
C 9.84211 10.90994 17.47624
O 10.39108 9.73348 18.09521
C 10.85929 8.75737 17.25317
H 6.90442 7.55469 21.50494
H 6.74930 8.50023 22.96814
H 8.28343 8.11587 22.50761
H 5.99364 10.70577 21.80192
H 5.83319 9.58564 20.31619
H 7.66715 11.89258 20.69821
H 6.27390 12.17526 19.66150
H 8.13495 9.97342 19.06688
H 9.59297 11.80856 19.50937
H 8.71640 12.60884 18.21161
H 10.64764 11.62098 17.16213
H 9.25558 10.62780 16.61123
H 11.72323 9.11074 16.67839
H 10.05688 8.40661 16.57976
H 11.21943 7.88591 17.83537
C 5.52268 11.29674 10.23265
O 5.28463 12.30208 11.25631
C 5.45351 11.72910 12.53687
C 5.65955 12.81086 13.65879
N 7.07140 13.32089 13.51916
C 7.28307 14.55217 14.33723
C 6.62551 15.90001 13.83394
O 7.11694 16.30637 12.58843
C 6.35496 17.39087 12.05336
H 4.99343 11.62824 9.32076
H 5.05193 10.41605 10.61360
H 6.62553 11.07030 10.07657
H 6.38813 11.11259 12.52665
H 4.58991 11.10883 12.75818
H 5.63901 12.35102 14.62966
H 4.82606 13.54061 13.53534
H 7.17360 13.70750 12.58776
H 8.34536 14.76026 14.34136
H 6.91888 14.41856 15.32865
H 6.78440 16.67857 14.60924
H 5.53635 15.71130 13.75507
H 6.83762 17.66067 11.11297
H 6.44190 18.32719 12.68219
H 5.25007 17.20226 11.91212
C 9.73425 12.16751 10.15635
O 8.92412 11.01427 10.09758
H 9.26290 12.93963 9.49150
H 9.72074 12.63348 11.15883
H 10.68010 11.96909 9.67792
H 9.10435 10.56574 10.91275
C 6.44578 6.32074 13.06394
O 5.54050 7.42134 13.22753
H 5.94554 5.34078 13.12699
H 7.04537 6.40973 12.14428
H 7.14828 6.36510 13.88991
H 5.17202 7.71663 12.36643
C 7.61275 9.64683 14.77694
O 8.16645 10.94166 14.75675
H 7.38669 9.28531 13.76908
H 8.33087 9.03554 15.28684
H 6.66481 9.53806 15.33865
H 7.62275 11.57645 14.24957
C 11.35122 9.74266 12.93586
O 9.98026 10.09569 12.66794
H 11.64863 9.36563 13.92297
H 11.61620 9.04922 12.11140
H 12.01283 10.62067 12.81751
H 9.57328 10.56950 13.39181
```

Entry 2:
Formula: C16H46O23P5V
Source: the Open Molecules 2025 dataset
Level of theory: the ωB97M-V functional and the def2-TZVPD basis

Its expectation value of S² is 6.00. Its calculated total energy is -136569.187 eV. As for the multiplicity: 5. For the LUMO energy (alpha / beta), the calculation gives 0.0158 / 0.0103 Eh.

```
91
C16H46O23P5V (the ωB97M-V functional and the def2-TZVPD basis)
V 3.42603 -0.39744 0.06195
O -0.76329 0.20215 0.45882
C 0.58108 0.02409 0.37367
O 1.25137 -0.18742 -0.69526
O 1.31453 0.11647 1.32504
H -0.61618 0.21665 -0.48973
C 5.58966 -2.78990 -3.86370
O 4.65564 -1.81099 -4.34380
P 3.44462 -1.23355 -3.42312
O 3.72682 -1.19388 -1.93870
O 3.06925 0.24463 -4.01429
C 4.01569 1.28590 -3.94438
O 2.21919 -2.09147 -3.85346
C 0.93878 -1.52447 -4.07290
H 5.28841 -3.17158 -2.88817
H 6.55531 -2.28451 -3.87793
H 5.62240 -3.63114 -4.55605
H 3.91851 1.66174 -4.96291
H 5.00336 0.88778 -3.71179
H 3.66644 2.00886 -3.20719
H 0.30674 -2.19142 -3.48655
H 0.73179 -1.58859 -5.14115
H 0.72955 -0.48409 -3.82403
C 6.09451 1.51913 3.60027
O 5.27510 0.71794 4.37805
P 4.50914 -0.56378 3.70824
O 4.09225 -0.45016 2.28982
O 5.57081 -1.82661 3.97142
C 5.05820 -3.12388 3.92989
O 3.35801 -0.90223 4.76916
C 2.35074 0.04065 4.99022
H 6.47306 1.03104 2.70218
H 7.06494 1.67732 4.07074
H 5.61584 2.45576 3.31440
H 5.15097 -3.73679 3.03334
H 4.03472 -3.27826 4.27158
H 5.68765 -3.72919 4.58219
H 2.32352 0.81319 4.22175
H 2.38007 0.39116 6.02191
H 1.39296 -0.47693 4.93687
C -4.62316 -5.99540 -1.40297
O -5.16540 -5.22860 -0.41236
P -4.58702 -3.74126 -0.17607
O -5.61892 -2.72186 -0.06082
O -3.70229 -3.92164 1.17792
C -3.09081 -2.76715 1.75805
O -3.58027 -3.43443 -1.40778
C -3.15391 -2.07865 -1.79131
H -5.28043 -6.79066 -1.75463
H -3.77073 -6.51770 -0.96862
H -4.32589 -5.48501 -2.31906
H -2.97466 -1.93873 1.05926
H -2.03697 -2.98259 1.93440
H -3.50313 -2.40942 2.70152
H -2.29971 -2.03484 -2.46698
H -2.91200 -1.51068 -0.89298
H -4.05370 -1.53739 -2.08374
C -3.57621 0.76253 -4.99426
O -3.33573 2.01222 -4.42306
P -1.93816 2.20698 -3.65954
O -1.70386 3.62634 -3.39908
O -2.13050 1.30425 -2.35587
C -3.21031 1.65469 -1.49801
O -0.78156 1.36679 -4.38686
C -0.22642 1.72038 -5.58933
H -2.79976 0.50334 -5.71400
H -4.46290 1.07707 -5.54469
H -3.82300 -0.01697 -4.27345
H -3.66590 2.63668 -1.62535
H -2.92617 1.47994 -0.46031
H -4.00286 0.94754 -1.74276
H -0.41656 0.81222 -6.16135
H 0.78200 2.09184 -5.40717
H -0.79573 2.51805 -6.06652
C -1.55226 1.12183 3.65747
O -1.46021 2.28827 4.45598
P -2.46319 3.47687 4.27107
O -3.80976 3.17982 4.87874
O -2.40094 3.79314 2.63140
C -2.95214 4.99142 2.13167
O -1.64259 4.75152 4.92050
C -1.65719 4.92238 6.39160
H -1.29327 0.17376 4.12884
H -0.83010 1.22797 2.84794
H -2.53023 0.87318 3.24533
H -3.64274 5.54980 2.76363
H -3.75218 4.60869 1.49798
H -2.38211 5.71953 1.55458
H -1.89412 5.97808 6.52375
H -0.70833 4.75295 6.90058
H -2.44423 4.35674 6.89029
```

Entry 3:
Formula: C16H47N3O6
Source: the Open Molecules 2025 dataset
Level of theory: the ωB97M-V functional and the def2-TZVPD basis

For the energy relative to the best compared isomer or geometry (same formula, charge and spin), the calculation gives 67.3 kcal per mole. Its structure (SMILES) is COC[C@H](C)N.COC[C@H](C)N.COC[C@H](C)N.CCO.CCO.O. Its calculated total energy is -34105.369 eV. For the LUMO energy, the calculation gives 0.0210 Eh.

```
72
C16H47N3O6 (the ωB97M-V functional and the def2-TZVPD basis)
C -1.07411 -4.91762 -1.26854
O -1.99638 -3.84360 -1.03751
C -2.47161 -3.23533 -2.18992
C -3.64930 -2.19008 -2.07301
C -3.92652 -1.31506 -3.20816
N -3.31903 -1.31830 -1.00471
H -0.04106 -4.61369 -1.43749
H -1.48022 -5.59732 -2.01766
H -1.07702 -5.39480 -0.28855
H -1.63855 -2.80062 -2.74230
H -2.84249 -4.02405 -2.84450
H -4.55993 -2.75767 -1.88143
H -3.06168 -0.69050 -3.43201
H -4.81388 -0.71302 -3.01259
H -4.16306 -1.80292 -4.15375
H -4.07178 -0.98554 -0.41927
H -2.84027 -1.84346 -0.28700
C 2.35520 -4.88704 4.73495
O 1.39898 -4.00209 4.14089
C 1.56940 -3.66892 2.72293
C 0.32363 -2.95622 2.14322
C 0.59804 -2.17657 0.84920
N -0.43971 -2.15627 3.11591
H 3.31316 -4.40369 4.54308
H 2.51228 -5.83674 4.22356
H 2.02169 -5.10297 5.74995
H 2.43881 -3.01269 2.76279
H 1.91702 -4.51694 2.13291
H -0.31330 -3.80049 1.87934
H 1.11157 -1.24628 1.09202
H -0.30072 -2.13541 0.23387
H 1.28118 -2.67227 0.15949
H -0.55220 -2.71831 3.94751
H 0.09068 -1.38100 3.48702
C 5.21455 0.44867 1.84406
O 5.06182 1.28829 0.69608
C 3.67093 1.77296 0.46892
C 3.46654 3.15826 1.21669
C 2.40811 4.12224 0.57850
N 4.78033 3.79637 1.26999
H 4.30260 -0.14796 1.82226
H 5.22977 1.12879 2.69571
H 6.07296 -0.19474 1.65107
H 3.55309 1.92000 -0.60467
H 2.90077 1.08557 0.81885
H 3.15241 2.98423 2.24582
H 2.52300 4.95645 1.27059
H 1.39313 3.78458 0.78806
H 2.61349 4.39405 -0.45690
H 5.40720 3.04794 1.01114
H 4.81045 4.54175 0.58910
C -3.04488 4.47150 -2.09137
C -1.81858 4.81344 -2.98808
O -1.97521 6.18924 -3.37799
H -2.97498 5.15889 -1.24833
H -3.08526 3.46586 -1.67286
H -3.99212 4.63864 -2.60412
H -1.86958 4.03204 -3.74631
H -0.86385 4.74793 -2.46624
H -1.68371 6.67520 -2.60309
C 0.03722 1.83450 -0.97082
C -0.97070 1.11440 -1.97200
O -2.25312 1.10439 -1.25138
H 0.04517 1.23627 -0.05970
H -0.35832 2.80926 -0.68534
H 1.01729 2.06689 -1.38743
H -0.70521 0.05949 -2.04118
H -1.03821 1.69874 -2.88965
H -2.44343 0.17083 -1.13363
O -3.63658 1.93507 1.23499
H -2.88547 2.04506 0.65191
H -4.36043 2.36241 0.77713
```

- Which formula does entry 2 have?
  C16H46O23P5V

- Which of these has the lowest calculated total energy?
  C16H46O23P5V

- Which value of calculated total energy does entry 3 give?
  -34105.369 eV

- Among the records above, which one has the highest calculated total energy?
  C16H47N3O6